{"formula": "C42H33N7O6STi", "method": "ωB97M-V with the def2-TZVPD basis set", "species": ["Ti", "O", "C", "C", "C", "C", "C", "C", "C", "N", "N", "C", "O", "C", "C", "C", "C", "C", "C", "H", "H", "H", "H", "H", "H", "H", "H", "H", "H", "C", "O", "C", "C", "C", "C", "C", "C", "N", "N", "C", "C", "C", "C", "O", "C", "N", "C", "C", "C", "C", "H", "H", "H", "H", "H", "H", "H", "H", "H", "H", "H", "H", "C", "C", "C", "C", "C", "C", "C", "S", "O", "O", "N", "C", "C", "C", "C", "C", "N", "H", "H", "H", "H", "H", "H", "H", "H", "H", "H", "H"], "positions_angstrom": [[0.4897, 1.1291, 2.0321], [0.0400, 1.5682, 3.7588], [0.3225, 2.3605, 4.7776], [-0.3062, 2.1677, 6.0079], [0.0027, 3.0044, 7.0610], [0.9284, 4.0397, 6.9164], [1.5466, 4.2303, 5.7007], [1.2552, 3.3935, 4.6171], [1.8795, 3.6139, 3.3420], [1.6991, 2.8928, 2.2942], [2.3750, 3.3545, 1.1657], [2.0997, 2.5766, 0.1720], [1.3494, 1.5203, 0.2989], [2.6073, 2.8857, -1.1836], [3.5695, 3.8736, -1.3767], [4.0208, 4.1593, -2.6544], [3.5096, 3.4664, -3.7450], [2.5485, 2.4842, -3.5542], [2.1001, 2.1893, -2.2757], [-1.0077, 1.3512, 6.1060], [-0.4814, 2.8515, 8.0173], [1.1571, 4.6854, 7.7531], [2.2652, 5.0310, 5.5701], [2.5515, 4.4631, 3.2399], [3.9504, 4.4111, -0.5191], [4.7705, 4.9257, -2.8027], [3.8610, 3.6944, -4.7432], [2.1447, 1.9468, -4.4026], [1.3518, 1.4248, -2.1125], [-5.2504, -1.5598, -9.7745], [-5.6768, -0.3655, -9.1462], [-5.1684, -0.0783, -7.9207], [-5.6400, 1.0902, -7.3259], [-5.1729, 1.4639, -6.0834], [-4.2382, 0.6782, -5.4128], [-3.7674, -0.4849, -6.0093], [-4.2274, -0.8658, -7.2599], [-3.8275, 1.1548, -4.1400], [-3.0692, 0.3990, -3.5163], [-2.6168, 0.8862, -2.2667], [-2.8979, 2.1356, -1.7610], [-2.3988, 2.5670, -0.5228], [-1.6113, 1.7233, 0.2278], [-1.0726, 2.0328, 1.3925], [-1.3145, 0.4311, -0.2776], [-0.4686, -0.2896, 0.4983], [-0.0785, -1.4652, 0.0754], [-0.5345, -2.0106, -1.1404], [-1.3818, -1.2891, -1.9364], [-1.7921, -0.0012, -1.5224], [-5.7895, -1.6135, -10.7158], [-5.4933, -2.4361, -9.1685], [-4.1761, -1.5432, -9.9746], [-6.3689, 1.6860, -7.8582], [-5.5240, 2.3691, -5.6057], [-3.0358, -1.0890, -5.4920], [-3.8471, -1.7709, -7.7100], [-3.5136, 2.8023, -2.3483], [-2.6172, 3.5598, -0.1541], [0.6257, -1.9964, 0.7028], [-0.1916, -2.9926, -1.4362], [-1.7317, -1.6799, -2.8814], [0.6804, -7.4797, 3.3095], [0.5927, -5.9861, 3.4558], [1.2639, -5.3229, 4.4775], [1.1803, -3.9441, 4.6116], [0.4232, -3.2184, 3.7084], [-0.2780, -3.8623, 2.6959], [-0.1841, -5.2362, 2.5713], [0.2774, -1.4603, 3.8858], [0.7693, -1.1508, 5.2010], [-1.0730, -1.1170, 3.5199], [1.1825, -0.7378, 2.7519], [2.5590, -0.8359, 2.6138], [3.3500, -1.9764, 2.7795], [4.6878, -1.8932, 2.4428], [5.2107, -0.7059, 1.9425], [4.3542, 0.3726, 1.8288], [3.0747, 0.3166, 2.1803], [1.3157, -7.9172, 4.0780], [1.0905, -7.7520, 2.3356], [-0.3074, -7.9368, 3.3860], [1.8539, -5.8928, 5.1852], [1.6925, -3.4272, 5.4122], [-0.9141, -3.2855, 2.0375], [-0.7353, -5.7410, 1.7864], [2.9300, -2.9061, 3.1312], [5.3204, -2.7645, 2.5572], [6.2480, -0.6154, 1.6549], [4.7030, 1.3329, 1.4629]], "lowdin_charge": [1.231, -0.166, -0.277, 0.016, -0.064, -0.089, -0.036, -0.133, -0.024, -0.048, 0.107, -0.423, -0.151, -0.139, -0.028, -0.081, -0.088, -0.076, -0.014, 0.126, 0.107, 0.100, 0.113, 0.137, 0.108, 0.101, 0.101, 0.103, 0.112, -0.084, -0.079, -0.283, -0.002, -0.020, -0.262, -0.019, -0.018, 0.064, 0.066, -0.204, 0.000, 0.027, -0.304, -0.129, -0.147, 0.061, -0.098, -0.024, 0.017, -0.086, 0.092, 0.095, 0.095, 0.120, 0.112, 0.100, 0.101, 0.107, 0.122, 0.105, 0.108, 0.108, -0.049, -0.266, -0.030, -0.068, -0.289, -0.052, -0.029, 0.604, -0.279, -0.296, -0.216, -0.365, 0.005, -0.061, -0.069, -0.115, 0.100, 0.074, 0.083, 0.084, 0.114, 0.118, 0.106, 0.117, 0.093, 0.109, 0.100, 0.113], "lumo_energy_ev": -0.677, "homo_lumo_gap_ev": 7.007, "homo_ev": -7.684, "max_force_ha_per_bohr": 0.00985, "e_above_lowest_kj_mol": 0.0, "energy_ha": -3702.8396}